{"formula": "C32H38N2O4", "method": "the ωB97M-V functional and the def2-TZVPD basis", "homo_energy_ev": -7.243, "relative_energy_kj_mol": 97.7, "homo_lumo_gap_ev": 7.6, "smiles": "CCN(CC)CC[C@H](c1ccc(N(C)C)cc1)c1c(OC)cc(OC)c2c(-c3ccccc3)cc(=O)oc12", "symbols": ["O", "O", "O", "O", "N", "N", "C", "C", "C", "C", "C", "C", "C", "C", "C", "C", "C", "C", "C", "C", "C", "C", "C", "C", "C", "C", "C", "C", "C", "C", "C", "C", "C", "C", "C", "C", "C", "C", "H", "H", "H", "H", "H", "H", "H", "H", "H", "H", "H", "H", "H", "H", "H", "H", "H", "H", "H", "H", "H", "H", "H", "H", "H", "H", "H", "H", "H", "H", "H", "H", "H", "H", "H", "H", "H", "H"], "positions_angstrom": [[1.723, 2.861, -0.866], [-0.890, -0.631, 0.842], [-2.264, -2.141, 1.680], [2.055, -1.570, -2.759], [-5.427, 3.898, -0.069], [1.796, -0.142, 2.472], [-1.506, 2.536, 0.699], [3.813, 0.346, 1.127], [1.586, -0.674, -1.854], [2.661, 3.370, -1.781], [-0.097, 2.085, 1.033], [-4.149, 3.441, 0.197], [0.339, -2.551, -0.730], [-0.041, 1.567, 2.483], [-0.659, -2.895, 0.119], [1.630, -1.494, 4.619], [2.430, -3.820, -1.121], [1.172, -1.250, 3.175], [0.091, -0.243, 0.004], [-1.348, -1.916, 0.924], [3.244, -0.266, 2.404], [2.496, -5.686, -2.627], [-2.315, 1.915, -0.240], [1.910, 0.669, -1.869], [-6.035, 4.836, 0.845], [-3.603, 2.349, -0.485], [3.129, -4.850, -1.721], [1.367, 1.169, 2.938], [1.383, 1.545, -0.917], [-2.036, 3.638, 1.360], [2.958, -1.145, -3.748], [0.692, -1.164, -0.876], [-3.320, 4.081, 1.127], [0.452, -4.468, -2.317], [1.087, -3.617, -1.423], [-6.322, 3.057, -0.827], [0.461, 1.104, 0.034], [1.158, -5.493, -2.923], [-5.934, 2.909, -1.836], [1.407, 1.229, 4.039], [0.660, -6.145, -3.626], [-6.471, 2.075, -0.361], [3.490, -1.331, 2.407], [3.580, 1.405, 1.060], [-6.085, 4.450, 1.871], [-4.183, 1.817, -1.222], [2.691, -1.728, 4.663], [3.629, 2.865, -1.693], [1.074, -2.332, 5.032], [4.171, -5.004, -1.481], [1.363, -2.154, 2.585], [3.877, -0.742, -3.309], [2.781, 4.421, -1.520], [2.511, -0.399, -4.412], [0.544, 2.972, 0.984], [-5.473, 5.772, 0.852], [2.919, -3.168, -0.412], [-0.384, 2.374, 3.133], [3.045, -6.488, -3.099], [1.440, -0.622, 5.240], [-0.734, 0.738, 2.604], [-0.592, -4.315, -2.546], [-3.672, 4.937, 1.679], [0.094, -1.084, 3.180], [3.737, 0.194, 3.278], [-7.046, 5.060, 0.512], [3.389, -0.152, 0.260], [2.585, 1.043, -2.619], [-1.429, 4.170, 2.080], [3.197, -2.040, -4.321], [-7.290, 3.547, -0.913], [4.895, 0.228, 1.114], [2.072, 1.908, 2.551], [-1.946, 1.073, -0.804], [2.301, 3.298, -2.813], [-0.951, -3.923, 0.260]]}

{"formula": "C2H9OS", "method": "the ωB97M-V functional and the def2-TZVPD basis", "homo_energy_ev": [-19.498, -19.496], "multiplicity": 2, "relative_energy_kj_mol": 208.5, "total_charge": 2, "homo_lumo_gap_ev": [8.0, 2.9], "symbols": ["S", "O", "C", "C", "H", "H", "H", "H", "H", "H", "H", "H", "H"], "positions_angstrom": [[-0.045, 0.809, -1.703], [1.920, 1.570, 0.625], [-0.867, -1.738, -1.288], [0.155, -0.664, -1.046], [-1.720, -1.523, -0.625], [-2.552, 0.952, 3.964], [1.064, -0.922, -0.506], [-1.959, 0.545, 3.841], [1.379, 2.333, 0.956], [2.844, 1.968, 0.630], [1.278, 1.164, -1.522], [-1.082, -1.815, -2.356], [-0.416, -2.678, -0.968]]}

{"formula": "C4H12", "method": "the ωB97M-V functional and the def2-TZVPD basis", "homo_energy_ev": -11.315, "relative_energy_kj_mol": 46.7, "homo_lumo_gap_ev": 12.4, "smiles": "CC.CC", "symbols": ["C", "C", "C", "C", "H", "H", "H", "H", "H", "H", "H", "H", "H", "H", "H", "H"], "positions_angstrom": [[1.737, 0.160, 1.948], [-1.691, -1.235, -2.295], [1.150, 1.474, 1.442], [-1.023, -0.419, -1.189], [-2.396, -1.911, -1.801], [-2.446, -0.648, -2.821], [0.057, 1.456, 1.619], [1.467, -0.682, 1.304], [1.020, 1.632, 0.371], [-0.105, -0.837, -0.810], [1.263, -0.094, 2.901], [-1.003, -1.737, -2.963], [-1.702, -0.245, -0.361], [1.539, 2.336, 1.971], [2.801, 0.170, 2.164], [-0.667, 0.580, -1.480]]}

{"formula": "C7H15N2", "method": "the ωB97M-V functional and the def2-TZVPD basis", "homo_energy_ev": -13.300, "relative_energy_kj_mol": 168.2, "total_charge": 1, "homo_lumo_gap_ev": 9.5, "smiles": "CC(C)=[N+]1CNC[C@H]1C", "symbols": ["N", "N", "C", "C", "C", "C", "C", "C", "C", "H", "H", "H", "H", "H", "H", "H", "H", "H", "H", "H", "H", "H", "H", "H"], "positions_angstrom": [[-2.066, 1.031, -0.536], [0.009, 0.262, 0.009], [-0.700, 1.483, -0.472], [-0.956, -0.838, 0.311], [-2.229, -0.097, 0.494], [1.289, 0.156, 0.087], [2.090, 1.359, -0.126], [-0.827, -1.842, -0.878], [1.985, -1.044, 0.779], [-2.675, 1.862, -0.320], [1.421, 2.278, -0.028], [2.473, -0.679, 1.717], [-0.166, -1.508, -1.540], [-0.617, -1.286, 1.347], [2.872, -1.303, 0.064], [1.282, -1.871, 0.800], [-3.131, -0.577, 0.451], [-0.436, 2.355, 0.279], [-1.818, -1.927, -1.406], [-0.542, -2.784, -0.573], [2.377, 1.221, -1.145], [-2.102, 0.432, 1.502], [-0.446, 1.924, -1.384], [2.914, 1.392, 0.567]]}

{"formula": "C9H21ClI2N2OOsPS", "method": "the ωB97M-V functional and the def2-TZVPD basis", "homo_energy_ev": [-19.088, -18.228], "multiplicity": 5, "relative_energy_kj_mol": 639.7, "total_charge": 3, "homo_lumo_gap_ev": [6.3, 3.5], "symbols": ["Os", "I", "I", "Cl", "S", "P", "O", "N", "N", "C", "C", "C", "C", "C", "C", "C", "C", "C", "H", "H", "H", "H", "H", "H", "H", "H", "H", "H", "H", "H", "H", "H", "H", "H", "H", "H", "H", "H", "H"], "positions_angstrom": [[0.752, 1.225, -1.065], [-2.688, -1.846, -2.997], [-3.526, 2.894, -3.046], [3.146, 1.208, -1.073], [0.276, 1.823, 0.851], [0.287, 0.901, -3.333], [-2.272, 0.300, -0.716], [1.231, -0.337, 2.358], [-1.143, 0.130, 2.510], [-1.299, 0.751, -4.308], [0.067, 0.448, 1.856], [1.111, -0.636, -4.059], [1.308, 1.998, -4.463], [-1.104, 0.760, -0.848], [1.462, -0.404, 3.772], [-1.618, -1.309, 2.871], [-2.539, -1.238, 4.117], [2.688, -1.317, 4.036], [1.241, 1.537, -5.477], [-2.038, 0.359, 2.202], [-2.623, -2.085, 4.654], [2.153, -0.615, -3.706], [2.162, -0.146, 2.019], [-3.476, -0.855, 3.808], [-1.950, 1.671, -4.132], [1.050, -0.526, -5.161], [0.573, -1.525, -3.725], [-1.018, 0.786, -5.351], [-0.674, -1.793, 2.934], [-1.931, -0.095, -4.020], [-2.050, -0.512, 4.827], [1.706, 0.603, 4.217], [3.068, -1.235, 5.138], [2.494, -2.356, 4.018], [0.711, -0.881, 4.412], [0.869, 3.003, -4.438], [-2.255, -1.672, 2.001], [2.333, 2.002, -4.081], [3.515, -1.016, 3.400]]}

{"formula": "C5H6N3NaSSe", "method": "the ωB97M-V functional and the def2-TZVPD basis", "homo_energy_ev": -7.915, "relative_energy_kj_mol": 15.0, "homo_lumo_gap_ev": 7.4, "symbols": ["Se", "S", "Na", "N", "N", "N", "C", "C", "C", "C", "C", "H", "H", "H", "H", "H", "H"], "positions_angstrom": [[-1.366, -1.069, 2.848], [0.768, -2.002, -1.534], [-1.007, -2.604, 0.389], [-0.586, -2.711, 5.242], [0.739, -0.136, 0.517], [0.111, 0.710, -1.376], [0.524, -0.474, -0.799], [-0.907, -2.144, 4.287], [0.419, 1.199, 0.765], [0.006, 1.712, -0.388], [0.086, 0.955, -2.803], [0.444, 1.691, 1.719], [0.873, -0.811, 1.260], [-0.335, 2.702, -0.656], [-0.958, 1.056, -3.153], [0.544, 0.065, -3.266], [0.645, 1.860, -3.049]]}

Short version: max |F| = 1.26 2.38 1.79 5.69 9.67 1.62 eV Å⁻¹, in the order given.
Short version: energy = -1652.632609 -554.077491 -159.567201 -384.932719 -2424.716222 -3320.358471 hartree, in the order given.